Entry from the OMol25 dataset: C30H31GeN4O2RuS2 as an isolated structure at a distorted geometry (ωB97M-V with the def2-TZVPD basis set).

XYZ file:
```
71
Properties=species:S:1:pos:R:3:forces:R:3:lowdin_spin:R:1
Ru -1.050 1.528 1.404 -2.492 -0.692 1.326 0.61
Ge 0.770 0.936 -0.222 0.483 0.165 -0.689 -0.02
S -3.108 0.801 0.900 -0.061 -0.147 -0.438 0.08
S -1.488 2.946 -0.326 0.606 -0.092 -0.096 0.19
O -0.979 -0.571 1.401 1.183 -0.262 -0.183 0.01
O -1.667 2.852 2.801 0.687 0.670 -1.116 0.05
N -4.079 2.421 -5.943 0.036 0.012 0.017 0.00
N 0.475 -0.401 3.182 -0.093 0.452 -0.099 0.00
N 0.218 0.932 2.920 0.390 0.097 0.228 0.00
N -5.826 -0.887 -4.402 -0.005 -0.003 0.039 0.01
C 1.501 5.528 3.071 -0.021 -0.017 -0.016 0.00
C -3.892 2.113 -4.852 0.007 -0.101 0.103 0.00
C -3.669 1.739 -3.480 -0.067 -0.001 -0.100 0.00
C 2.093 -0.327 0.473 -0.022 -0.092 0.146 0.00
C 4.398 -1.290 0.001 -0.044 -0.053 -0.051 0.00
C -4.328 0.620 -2.923 -0.071 -0.054 -0.144 0.02
C 1.056 -3.172 2.923 -0.020 0.005 0.047 0.00
C -5.169 -0.212 -3.745 0.069 0.121 0.027 0.00
C -1.086 -1.604 -3.182 0.059 0.011 -0.028 0.00
C -4.147 0.294 -1.594 0.007 0.008 0.127 0.00
C -0.043 -1.729 -4.288 -0.017 -0.009 0.004 0.00
C -2.590 2.122 -1.371 -0.083 0.184 -0.039 0.02
C 0.647 3.275 3.217 0.076 -0.262 0.303 0.00
C 4.020 -2.764 0.109 0.004 0.019 0.028 0.00
C 3.254 -0.419 -0.523 -0.020 0.001 0.106 0.00
C 1.698 4.184 3.324 0.048 0.011 0.010 0.00
C -3.290 1.065 -0.801 -0.412 -0.105 -0.028 0.02
C -0.003 -2.563 2.253 -0.036 0.051 -0.094 0.00
C 0.895 1.858 3.494 0.038 0.175 0.047 0.01
C -2.802 2.482 -2.703 0.044 0.057 0.097 0.02
C -0.678 -4.699 1.377 0.008 0.023 0.002 0.00
C 0.380 -5.304 2.042 0.000 0.006 -0.006 0.00
C -0.659 3.722 2.885 0.415 0.011 0.503 0.01
C -0.866 -3.329 1.476 -0.002 -0.025 -0.016 0.00
C 0.170 0.247 -1.942 -0.267 -0.212 0.039 -0.01
C 0.221 5.970 2.747 -0.024 -0.041 0.046 0.00
C 1.245 -4.540 2.814 0.002 0.002 0.012 0.00
C -0.843 5.088 2.672 -0.214 0.088 0.035 0.00
C -0.172 -1.091 2.293 -0.241 -0.218 -0.127 0.00
C -0.511 -1.123 -1.850 0.030 0.043 -0.087 0.00
H 1.726 -2.562 3.514 -0.001 -0.010 -0.004 0.00
H 2.075 -5.010 3.325 -0.009 0.001 0.003 0.00
H 2.326 6.224 3.129 -0.002 -0.004 0.004 0.00
H 2.457 -0.013 1.453 0.027 0.003 -0.015 0.00
H 2.684 3.817 3.586 -0.016 0.011 0.026 0.00
H 0.788 -2.363 -3.969 -0.007 0.007 -0.008 0.00
H 3.634 0.582 -0.749 0.000 -0.004 -0.009 0.00
H 0.050 7.022 2.559 -0.012 -0.008 -0.008 0.00
H 3.628 -3.134 -0.842 0.012 -0.004 0.009 0.00
H -1.566 -2.575 -3.030 -0.034 0.023 0.010 0.00
H 4.885 -3.374 0.372 -0.011 0.001 0.009 0.00
H -0.476 -2.171 -5.186 0.010 0.002 0.004 0.00
H -1.872 -0.912 -3.502 -0.015 -0.012 0.000 0.00
H 5.257 -1.183 -0.666 0.002 0.000 0.009 0.00
H -1.353 -5.294 0.775 0.003 0.006 0.005 0.00
H 1.624 -1.303 0.602 0.055 -0.018 -0.038 0.00
H -1.312 -1.083 -1.108 0.009 -0.027 0.020 0.00
H -2.275 3.327 -3.128 -0.023 -0.007 -0.014 0.00
H 1.556 2.244 -0.494 -0.101 0.082 0.199 -0.01
H 1.083 0.192 -2.542 -0.019 0.020 -0.026 0.00
H 0.365 -0.756 -4.569 0.009 -0.011 0.012 0.00
H -1.676 -2.839 0.951 0.002 -0.014 0.005 0.00
H 0.209 -1.865 -1.485 -0.016 0.011 0.040 0.00
H -1.845 5.429 2.447 0.027 0.027 -0.029 0.00
H -4.657 -0.561 -1.171 -0.003 0.004 -0.016 0.00
H 0.534 -6.372 1.953 -0.006 0.007 0.009 0.00
H 2.897 -0.844 -1.468 0.019 0.039 -0.020 0.00
H 3.256 -2.932 0.871 -0.006 0.001 -0.022 0.00
H 4.708 -0.917 0.981 0.043 0.017 -0.023 0.00
H -0.487 0.969 -2.428 0.035 0.010 -0.019 0.00
H 1.680 1.562 4.186 0.048 0.022 -0.048 0.00
```
Positions in Å, forces in eV/Å.

F_max in eV/A: 2.91
HOMO energy (spin up / spin down) in eV: -8.40 / -8.37
Orbital gap (spin up / spin down) in eV: 6.202 / 5.809
2S+1: 2